--- P ---
DFT (ωB97M-V with the def2-TZVPD basis set) results for a 15-piece molecular cluster, C40H120N10O15 overall.

Last columns: bonded neighbours and bond lengths (Å).
Element x y z (Å)
1 O 10.09510 14.13211 19.34716  H106 0.982, H118 0.949
2 O 15.87246 20.55134 17.78715  C47 1.380, C51 1.414
3 O 11.63984 19.57158 13.89334  H76 0.990, H147 0.969
4 O 12.90464 14.81540 22.77775  C43 1.407, C45 1.392
5 O 15.46028 19.74344 11.00221  C31 1.423, C65 1.379
6 O 12.14704 16.22951 18.71952  H103 0.969, H172 0.970
7 O 10.30372 20.11974 16.36924  C39 1.451, C62 1.413
8 O 13.97892 21.03385 20.91341  C44 1.408, C52 1.377
9 O 9.44655 16.02454 14.86907  C42 1.438, C61 1.408
10 O 20.05763 15.94214 16.22672  C29 1.468, C57 1.399
11 O 15.27705 17.21937 14.65272  C35 1.383, C46 1.408
12 O 13.86422 11.01604 16.85161  C26 1.412, C53 1.425
13 O 14.29072 14.28693 19.25789  H139 0.939, H165 1.014
14 O 12.52168 12.80425 20.91904  H137 0.966, H162 0.957
15 O 9.69809 19.18489 20.46052  C41 1.419, C63 1.422
16 N 18.93675 15.88248 18.92021  C30 1.462, H89 1.015, H183 0.993
17 N 12.63763 12.25801 25.41860  C59 1.479, H109 1.007, H131 1.019
18 N 7.43738 13.79374 16.97336  C36 1.498, H81 0.974, H157 0.999
19 N 13.04652 18.34041 16.74515  C60 1.530, H88 1.034, H179 1.054
20 N 13.90418 23.08978 18.93957  C49 1.475, H102 1.044, H175 1.032
21 N 7.97023 16.02580 20.74053  C28 1.430, H124 1.045, H169 1.029
22 N 10.30431 12.04301 17.27859  C54 1.506, H117 1.022, H171 1.010
23 N 11.11556 23.69172 16.94134  C55 1.447, H145 1.005, H180 1.024
24 N 18.01439 14.82095 14.29031  C37 1.456, H112 1.028, H138 1.011
25 N 12.92768 22.09210 12.12066  C48 1.467, H90 1.027, H164 1.007
26 C 12.74230 11.58060 17.49616  O12 1.412, C54 1.551, H91 1.113, H150 1.112
27 C 6.71603 15.51948 15.21694  C36 1.558, H86 1.119, H132 1.077, H158 1.111
28 C 8.21555 17.33328 20.21614  N21 1.430, C40 1.541, C63 1.516, H79 1.116
29 C 19.98457 17.12245 17.09701  O10 1.468, C30 1.545, H94 1.147, H177 1.084
30 C 18.76188 17.03429 18.03762  N16 1.462, C29 1.545, C38 1.524, H96 1.110
31 C 15.57046 18.73570 10.00397  O5 1.423, H97 1.069, H130 1.068, H155 1.150
32 C 11.80561 12.68468 15.44249  C54 1.530, H73 1.098, H121 1.114, H184 1.081
33 C 15.11476 21.55304 12.96680  C48 1.517, H85 1.081, H170 1.088, H178 1.118
34 C 10.00721 22.71755 14.92347  C55 1.532, H67 1.115, H107 1.115, H182 1.073
35 C 14.35508 17.03073 13.63984  O11 1.383, H72 1.103, H98 1.105, H113 1.075
36 C 7.79928 14.51549 15.71187  N18 1.498, C27 1.558, C61 1.515, H153 1.089
37 C 16.60205 15.13758 14.44854  N24 1.456, C46 1.553, C56 1.567, H156 1.102
38 C 18.70723 18.33059 18.83715  C30 1.524, H141 1.111, H144 1.072, H168 1.136
39 C 9.62725 19.35293 17.39913  O7 1.451, H111 1.079, H152 1.090, H154 1.093
40 C 6.93905 18.16036 20.46353  C28 1.541, H101 1.105, H136 1.100, H140 1.108
41 C 11.03430 19.65583 20.53516  O15 1.419, H146 1.094, H159 1.078, H181 1.097
42 C 10.73606 16.65876 14.92795  O9 1.438, H82 1.077, H87 1.116, H123 1.097
43 C 13.20904 14.09380 23.94653  O4 1.407, C59 1.578, H77 1.087, H126 1.091
44 C 14.49115 19.84718 21.47176  O8 1.408, H134 1.142, H142 1.120, H160 1.088
45 C 13.67370 15.93129 22.45835  O4 1.392, H74 1.115, H110 1.087, H125 1.102
46 C 16.54330 16.68554 14.34440  O11 1.408, C37 1.553, H70 1.042, H104 1.099
47 C 14.97914 20.00587 16.88825  O2 1.380, C60 1.517, H114 1.128, H128 1.128
48 C 14.25375 21.61072 11.71971  N25 1.467, C33 1.517, C65 1.474, H100 1.065
49 C 14.42194 23.32732 20.30022  N20 1.475, C52 1.479, C58 1.552, H119 1.090
50 C 14.91428 17.87578 18.24029  C60 1.540, H78 1.104, H115 1.113, H151 1.096
51 C 17.04452 21.12328 17.23989  O2 1.414, H84 1.093, H127 1.112, H173 1.062
52 C 14.86388 22.08752 20.97426  O8 1.377, C49 1.479, H135 1.158, H149 1.124
53 C 15.05412 10.89513 17.62639  O12 1.425, H68 1.093, H93 1.092, H122 1.087
54 C 11.53818 11.63151 16.51968  N22 1.506, C26 1.551, C32 1.530, H83 1.077
55 C 10.31908 22.60249 16.41894  N23 1.447, C34 1.532, C62 1.590, H75 1.049
56 C 16.02315 14.70104 15.83735  C37 1.567, H92 1.126, H95 1.077, H185 1.090
57 C 21.19132 15.85722 15.41153  O10 1.399, H66 1.103, H99 1.065, H108 1.111
58 C 13.40063 23.97322 21.27353  C49 1.552, H120 1.090, H129 1.098, H133 1.147
59 C 12.00308 13.29093 24.57110  N17 1.479, C43 1.578, C64 1.547, H148 1.059
60 C 14.09040 19.02520 17.62965  N19 1.530, C47 1.517, C50 1.540, H166 1.074
61 C 9.08972 15.25726 15.99447  O9 1.408, C36 1.515, H161 1.135, H174 1.103
62 C 11.04352 21.24101 16.80767  O7 1.413, C55 1.590, H80 1.059, H176 1.084
63 C 9.43790 17.87022 20.93508  O15 1.422, C28 1.516, H69 1.125, H105 1.121
64 C 11.08607 14.30763 25.29144  C59 1.547, H116 1.076, H143 1.115, H163 1.086
65 C 14.18798 20.25828 11.13667  O5 1.379, C48 1.474, H71 1.076, H167 1.104
66 H 21.55754 16.80708 14.98720  C57 1.103
67 H 9.09858 22.13541 14.64395  C34 1.115
68 H 15.10382 10.02248 18.28244  C53 1.093
69 H 10.24612 17.10336 20.77616  C63 1.125
70 H 17.23987 17.08036 15.01146  C46 1.042
71 H 13.57657 19.61624 11.74620  C65 1.076
72 H 13.40061 17.51477 13.90740  C35 1.103
73 H 11.97155 13.63145 15.97224  C32 1.098
74 H 14.72520 15.83176 22.81462  C45 1.115
75 H 9.37210 22.65241 16.86846  C55 1.049
76 H 11.85873 20.39672 13.39235  O3 0.990
77 H 13.56704 14.76523 24.72227  C43 1.087
78 H 15.74006 18.32980 18.81511  C50 1.104
79 H 8.48978 17.29253 19.13487  C28 1.116
80 H 11.92794 21.29046 16.22703  C62 1.059
81 H 6.52123 13.46351 16.97096  N18 0.974
82 H 10.97339 17.19507 14.02439  C42 1.077
83 H 11.39653 10.67060 16.05386  C54 1.077
84 H 17.68030 20.41574 16.70237  C51 1.093
85 H 14.99228 22.49610 13.48162  C33 1.081
86 H 7.01863 16.09453 14.30603  C27 1.119
87 H 11.58946 15.93998 14.93761  C42 1.116
88 H 13.50451 18.05300 15.86375  N19 1.034
89 H 19.19121 15.12452 18.29498  N16 1.015
90 H 13.02573 22.85598 12.79986  N25 1.027
91 H 12.42880 10.95930 18.36496  C26 1.113
92 H 15.00935 15.18549 15.91532  C56 1.126
93 H 15.28004 11.81880 18.16233  C53 1.092
94 H 20.96262 17.03228 17.68912  C29 1.147
95 H 15.98582 13.63204 15.96155  C56 1.077
96 H 17.78984 17.03311 17.50158  C30 1.110
97 H 14.80481 17.98924 10.01501  C31 1.069
98 H 14.73657 17.50230 12.71612  C35 1.105
99 H 20.90236 15.19440 14.62969  C57 1.065
100 H 14.64175 22.13069 10.87504  C48 1.065
101 H 6.71136 18.14861 21.54470  C40 1.105
102 H 14.00289 24.03098 18.49916  N20 1.044
103 H 12.00228 16.86365 18.00108  O6 0.969
104 H 16.81689 17.02268 13.33437  C46 1.099
105 H 9.22079 17.92006 22.03322  C63 1.121
106 H 10.07157 13.43790 18.65356  O1 0.982
107 H 10.84333 22.37244 14.27181  C34 1.115
108 H 22.03513 15.44474 16.00473  C57 1.111
109 H 12.02930 11.97296 26.16922  N17 1.007
110 H 13.26436 16.86642 22.83122  C45 1.087
111 H 8.95897 18.74708 16.80792  C39 1.079
112 H 18.21634 13.88627 13.91302  N24 1.028
113 H 14.28849 15.98361 13.40622  C35 1.075
114 H 14.41966 20.82897 16.35674  C47 1.128
115 H 14.29653 17.29924 18.96516  C50 1.113
116 H 11.48212 14.54574 26.26356  C64 1.076
117 H 10.05265 11.24267 17.86185  N22 1.022
118 H 10.75654 13.81403 19.94949  O1 0.949
119 H 15.25867 24.02391 20.34950  C49 1.090
120 H 13.93764 24.35613 22.14170  C58 1.090
121 H 10.90327 12.97236 14.85671  C32 1.114
122 H 15.83660 10.85799 16.87214  C53 1.087
123 H 10.88737 17.27001 15.82622  C42 1.097
124 H 7.13201 15.50309 20.40104  N21 1.045
125 H 13.68921 16.03645 21.36182  C45 1.102
126 H 13.90811 13.25575 23.94398  C43 1.091
127 H 16.94261 21.99482 16.55734  C51 1.112
128 H 15.50150 19.39514 16.09630  C47 1.128
129 H 12.70260 23.19583 21.60994  C58 1.098
130 H 16.54403 18.30346 10.07911  C31 1.068
131 H 13.05117 11.43291 24.98642  N17 1.019
132 H 5.76998 15.00466 15.20061  C27 1.077
133 H 12.89012 24.92046 20.87603  C58 1.147
134 H 14.52194 19.94459 22.60909  C44 1.142
135 H 15.06094 22.40559 22.07053  C52 1.158
136 H 6.04413 17.72097 19.99864  C40 1.100
137 H 12.59155 13.44635 21.63690  O14 0.966
138 H 18.46281 14.80059 15.19636  N24 1.011
139 H 13.67683 14.96709 19.05311  O13 0.939
140 H 6.89869 19.22495 20.15802  C40 1.108
141 H 18.53011 19.18211 18.14518  C38 1.111
142 H 13.79732 19.02540 21.15904  C44 1.120
143 H 11.05570 15.22665 24.66010  C64 1.115
144 H 17.92016 18.35290 19.56407  C38 1.072
145 H 11.61170 24.20951 16.23720  N23 1.005
146 H 11.03964 20.44724 19.77966  C41 1.094
147 H 10.95012 19.71367 14.55843  O3 0.969
148 H 11.43847 12.80729 23.81662  C59 1.059
149 H 15.83987 21.75538 20.52527  C52 1.124
150 H 12.99569 12.60108 17.85784  C26 1.112
151 H 15.33161 17.28259 17.41810  C50 1.096
152 H 9.01994 20.03995 17.98855  C39 1.090
153 H 7.86617 13.74940 14.94015  C36 1.089
154 H 10.23921 18.68211 18.00831  C39 1.093
155 H 15.38230 19.15664 8.95037  C31 1.150
156 H 15.99503 14.69254 13.64313  C37 1.102
157 H 7.60764 14.48220 17.67754  N18 0.999
158 H 6.70330 16.28953 16.01700  C27 1.111
159 H 11.71244 18.91080 20.15161  C41 1.078
160 H 15.50948 19.65447 21.14108  C44 1.088
161 H 9.95340 14.53889 16.15338  C61 1.135
162 H 13.22992 13.07051 20.33303  O14 0.957
163 H 10.04480 14.02827 25.42560  C64 1.086
164 H 12.44583 22.44094 11.30820  N25 1.007
165 H 15.18550 14.46818 18.81636  O13 1.014
166 H 13.60421 19.59916 18.39605  C60 1.074
167 H 13.69802 20.28551 10.14757  C65 1.104
168 H 19.67021 18.40167 19.43640  C38 1.136
169 H 8.74812 15.47268 20.35602  N21 1.029
170 H 16.13414 21.22207 12.78059  C33 1.088
171 H 9.54296 12.18925 16.63120  N22 1.010
172 H 11.37441 15.64344 18.68353  O6 0.970
173 H 17.62773 21.44254 18.06838  C51 1.062
174 H 8.98343 15.88836 16.89266  C61 1.103
175 H 14.60526 22.51426 18.44644  N20 1.032
176 H 11.29396 21.19326 17.86118  C62 1.084
177 H 19.92297 17.95872 16.41028  C29 1.084
178 H 14.62554 20.74299 13.56174  C33 1.118
179 H 12.30775 19.05765 16.52143  N19 1.054
180 H 11.71543 23.54317 17.75802  N23 1.024
181 H 11.30198 19.93627 21.56134  C41 1.097
182 H 9.94597 23.73949 14.60375  C34 1.073
183 H 19.62858 15.96777 19.62740  N16 0.993
184 H 12.63302 12.47338 14.77908  C32 1.081
185 H 16.72711 15.10581 16.56465  C56 1.090

The charge is 0. For the HOMO-LUMO gap, the calculation gives 9.0 eV. The highest occupied orbital energy comes out at -8.587 eV.

=====

--- Q ---
DFT (ωB97M-V with the def2-TZVPD basis set) results for a 15-piece molecular cluster, C40H120N10O15 overall.

Last columns: bonded neighbours and bond lengths (Å).
Element x y z (Å)
1 O -2.75177 0.35649 3.41591  H143 0.957, H171 0.957
2 O -6.02393 -3.80838 -0.45596  C27 1.439, C44 1.402
3 O -2.61276 3.77349 3.45899  H81 0.957, H185 0.957
4 O -0.35741 -0.76905 4.38213  C37 1.401, C47 1.445
5 O -4.43710 3.06495 -2.63341  C52 1.430, C55 1.423
6 O 3.49325 -1.88995 0.02457  C33 1.386, C58 1.453
7 O -1.19097 -0.84306 0.19780  C59 1.441, C60 1.464
8 O 0.50742 6.82163 2.45060  C38 1.461, C61 1.368
9 O -0.89209 -5.61966 0.76078  H135 0.957, H144 0.957
10 O 2.41886 -5.17035 3.48588  C39 1.459, C53 1.421
11 O 3.02106 -6.43010 -2.77047  C43 1.390, C57 1.433
12 O -3.21020 -1.26861 -1.43467  H118 0.957, H128 0.957
13 O 0.29261 -1.29731 -4.11100  C48 1.441, C54 1.413
14 O -4.95089 0.99574 -1.02056  H139 0.957, H176 0.957
15 O 0.88762 6.69624 -5.51045  C32 1.486, C41 1.450
16 N -4.20603 5.95277 -0.29415  C42 1.462, H66 1.010, H79 1.010
17 N 2.67798 1.23164 4.60886  C63 1.467, H164 1.010, H175 1.010
18 N 0.66661 6.50275 -2.65162  C36 1.439, H126 1.010, H170 1.010
19 N -2.71621 1.60013 0.88678  C35 1.426, H125 1.010, H168 1.010
20 N 2.90169 -8.27369 5.53296  C31 1.448, H72 1.010, H100 1.010
21 N -2.74029 -2.65225 -5.69981  C28 1.415, H131 1.010, H156 1.010
22 N -3.14686 -3.97338 -0.23116  C26 1.430, H179 1.010, H181 1.010
23 N 6.78624 -1.22960 -1.67480  C40 1.492, H120 1.010, H129 1.010
24 N 4.16059 7.50345 2.30403  C29 1.456, H77 1.010, H137 1.010
25 N 2.11229 -4.56428 0.28379  C49 1.500, H71 1.010, H163 1.010
26 C -3.96105 -3.82007 0.93391  N22 1.430, C27 1.559, C34 1.521, H117 1.090
27 C -5.30082 -3.10941 0.57297  O2 1.439, C26 1.559, H114 1.090, H178 1.090
28 C -1.46143 -2.04990 -5.62857  N21 1.415, C54 1.521, C64 1.585, H74 1.090
29 C 2.87687 7.33879 2.97118  N24 1.456, C38 1.532, C62 1.554, H82 1.090
30 C -6.17835 4.65590 -0.79229  C42 1.537, H75 1.090, H108 1.090, H183 1.090
31 C 3.29353 -6.97280 5.03283  N20 1.448, C39 1.543, C50 1.534, H91 1.090
32 C 1.85537 5.94330 -4.67143  O15 1.486, C36 1.536, H111 1.090, H172 1.090
33 C 4.56790 -2.14718 -0.81222  O6 1.386, C40 1.561, H142 1.090, H162 1.090
34 C -3.19741 -3.01726 1.97520  C26 1.521, H159 1.090, H167 1.090, H169 1.090
35 C -1.55039 1.62010 0.06617  N19 1.426, C45 1.527, C59 1.535, H182 1.090
36 C 1.16363 5.38993 -3.41636  N18 1.439, C32 1.536, C46 1.484, H145 1.090
37 C 1.00174 -0.49795 4.17402  O4 1.401, C63 1.485, H76 1.090, H166 1.090
38 C 1.87146 6.84534 1.92642  O8 1.461, C29 1.532, H105 1.090, H173 1.090
39 C 2.16423 -6.46233 4.11292  O10 1.459, C31 1.543, H146 1.090, H151 1.090
40 C 5.46674 -0.89629 -1.06437  N23 1.492, C33 1.561, C65 1.494, H104 1.090
41 C 1.55314 7.27836 -6.65941  O15 1.450, H85 1.090, H89 1.090, H154 1.090
42 C -4.64158 4.66623 -0.83466  N16 1.462, C30 1.537, C52 1.537, H84 1.090
43 C 2.26155 -5.55094 -2.00646  O11 1.390, C49 1.499, H69 1.090, H132 1.090
44 C -6.91311 -4.79783 -0.01228  O2 1.402, H123 1.090, H155 1.090, H184 1.090
45 C -0.91940 2.98895 0.30958  C35 1.527, H127 1.090, H130 1.090, H160 1.090
46 C 0.01070 4.49872 -3.69771  C36 1.484, H83 1.090, H121 1.090, H140 1.090
47 C -0.83173 -1.05725 5.71636  O4 1.445, H67 1.090, H115 1.090, H161 1.090
48 C 0.86159 -1.45619 -2.79699  O13 1.441, H99 1.090, H119 1.090, H158 1.090
49 C 2.71576 -5.63119 -0.58008  N25 1.500, C43 1.499, C56 1.532, H70 1.090
50 C 4.68972 -7.08008 4.40562  C31 1.534, H101 1.090, H107 1.090, H165 1.090
51 C 0.64023 2.01305 3.63653  C63 1.554, H102 1.090, H106 1.090, H177 1.090
52 C -4.19272 4.43041 -2.28608  O5 1.430, C42 1.537, H133 1.090, H152 1.090
53 C 1.33262 -4.26063 3.37405  O10 1.421, H88 1.090, H92 1.090, H124 1.090
54 C -0.93732 -1.98701 -4.20260  O13 1.413, C28 1.521, H112 1.090, H148 1.090
55 C -4.09350 2.82611 -3.99314  O5 1.423, H78 1.090, H109 1.090, H136 1.090
56 C 2.44132 -6.96146 0.12837  C49 1.532, H73 1.090, H138 1.090, H180 1.090
57 C 2.62927 -6.61988 -4.13570  O11 1.433, H68 1.090, H93 1.090, H147 1.090
58 C 3.76559 -1.44249 1.37974  O6 1.453, H97 1.090, H110 1.090, H134 1.090
59 C -0.57937 0.45673 0.31332  O7 1.441, C35 1.535, H90 1.090, H153 1.090
60 C -0.35039 -1.88210 0.79580  O7 1.464, H95 1.090, H96 1.090, H98 1.090
61 C -0.36156 6.60193 1.41772  O8 1.368, H86 1.090, H87 1.090, H150 1.090
62 C 2.55544 8.77824 3.46198  C29 1.554, H103 1.090, H149 1.090, H174 1.090
63 C 1.24636 0.91602 4.55516  N17 1.467, C37 1.485, C51 1.554, H122 1.090
64 C -1.57572 -0.69877 -6.44891  C28 1.585, H80 1.090, H116 1.090, H157 1.090
65 C 4.88036 0.27190 -1.78814  C40 1.494, H94 1.090, H113 1.090, H141 1.090
66 H -4.83346 6.66263 -0.64419  N16 1.010
67 H -0.30810 -0.50184 6.49446  C47 1.090
68 H 2.99439 -7.56222 -4.54409  C57 1.090
69 H 1.19312 -5.75794 -1.94562  C43 1.090
70 H 3.78602 -5.42467 -0.58135  C49 1.090
71 H 2.42651 -4.78331 1.21835  N25 1.010
72 H 1.93880 -8.13364 5.80374  N20 1.010
73 H 2.94827 -7.71633 -0.47269  C56 1.090
74 H -0.82241 -2.71509 -6.20932  C28 1.090
75 H -6.71348 5.42283 -1.35225  C30 1.090
76 H 1.17757 -0.60602 3.10374  C37 1.090
77 H 4.93773 7.77124 2.89093  N24 1.010
78 H -3.03313 2.91193 -4.23053  C55 1.090
79 H -3.27716 6.16535 -0.62899  N16 1.010
80 H -1.96636 -0.98918 -7.42419  C64 1.090
81 H -2.73988 2.84762 3.66595  O3 0.957
82 H 2.92436 6.63585 3.80288  C29 1.090
83 H -0.61343 4.36631 -2.81395  C46 1.090
84 H -4.17794 4.02224 -0.08739  C42 1.090
85 H 2.36465 6.59567 -6.91138  C41 1.090
86 H -0.17207 5.68478 0.86001  C61 1.090
87 H -1.39521 6.46256 1.73432  C61 1.090
88 H 0.53217 -4.69596 2.77584  C53 1.090
89 H 0.88249 7.37503 -7.51321  C41 1.090
90 H 0.26294 0.45047 -0.37848  C59 1.090
91 H 3.38759 -6.25892 5.85113  C31 1.090
92 H 1.57066 -3.36461 2.80083  C53 1.090
93 H 1.55831 -6.56043 -4.32965  C57 1.090
94 H 4.75149 -0.00616 -2.83417  C65 1.090
95 H -0.36814 -1.73725 1.87599  C60 1.090
96 H 0.64728 -1.87274 0.35686  C60 1.090
97 H 4.11247 -0.41276 1.29358  C58 1.090
98 H -0.73728 -2.87945 0.58671  C60 1.090
99 H 1.05579 -2.50807 -2.58735  C48 1.090
100 H 2.82517 -8.86282 4.71616  N20 1.010
101 H 4.80893 -7.86110 3.65469  C50 1.090
102 H -0.42559 1.86758 3.46057  C51 1.090
103 H 3.37363 9.16698 4.06823  C62 1.090
104 H 5.81504 -0.42879 -0.14338  C40 1.090
105 H 2.18265 5.84083 1.63967  C38 1.090
106 H 1.10682 1.93467 2.65457  C51 1.090
107 H 4.93715 -6.22353 3.77856  C50 1.090
108 H -6.39171 3.64772 -1.14746  C30 1.090
109 H -4.68065 3.32787 -4.76229  C55 1.090
110 H 4.51225 -2.08010 1.85307  C58 1.090
111 H 2.34086 5.09131 -5.14736  C32 1.090
112 H -1.74019 -1.66553 -3.53916  C54 1.090
113 H 5.49455 1.16163 -1.64934  C65 1.090
114 H -4.89251 -2.19039 0.15251  C27 1.090
115 H -1.87898 -0.75772 5.75690  C47 1.090
116 H -2.17457 0.12273 -6.05570  C64 1.090
117 H -4.22631 -4.74900 1.43871  C26 1.090
118 H -2.43461 -1.05496 -0.91597  O12 0.957
119 H 1.81466 -0.93029 -2.74054  C48 1.090
120 H 7.48062 -1.38592 -0.95821  N23 1.010
121 H -0.61835 4.88990 -4.49732  C46 1.090
122 H 0.99510 1.01960 5.61073  C63 1.090
123 H -7.81551 -4.33482 0.38695  C44 1.090
124 H 0.83633 -3.94026 4.29011  C53 1.090
125 H -3.50894 1.44600 0.28022  N19 1.010
126 H 0.35955 7.14657 -3.36668  N18 1.010
127 H -0.05512 3.12441 -0.34063  C45 1.090
128 H -3.84062 -0.58175 -1.21780  O12 0.957
129 H 7.17216 -0.44268 -2.17672  N23 1.010
130 H -1.56753 3.79924 -0.02428  C45 1.090
131 H -3.44232 -1.98037 -5.42443  N21 1.010
132 H 2.30807 -4.50840 -2.32119  C43 1.090
133 H -3.16193 4.74992 -2.43932  C52 1.090
134 H 2.84256 -1.45036 1.95944  C58 1.090
135 H -1.44539 -4.98292 0.30839  O9 0.957
136 H -4.36399 1.77813 -4.12226  C55 1.090
137 H 4.39677 6.53518 2.14041  N24 1.010
138 H 2.81313 -6.96531 1.15299  C56 1.090
139 H -4.92768 1.78610 -1.56002  O14 0.957
140 H 0.37823 3.56093 -4.11433  C46 1.090
141 H 3.87973 0.46817 -1.40301  C65 1.090
142 H 4.24592 -2.48244 -1.79814  C33 1.090
143 H -2.79831 0.47209 2.46686  O1 0.957
144 H -0.02922 -5.20667 0.79449  O9 0.957
145 H 1.82350 4.86224 -2.72773  C36 1.090
146 H 1.92324 -7.18181 3.33038  C39 1.090
147 H 3.17650 -5.87681 -4.71577  C57 1.090
148 H -0.71123 -3.02356 -3.95250  C54 1.090
149 H 2.56522 9.48775 2.63458  C62 1.090
150 H -0.28890 7.45660 0.74514  C61 1.090
151 H 1.24509 -6.33752 4.68538  C39 1.090
152 H -4.82373 5.11013 -2.85870  C52 1.090
153 H -0.15634 0.60617 1.30670  C59 1.090
154 H 2.01397 8.23907 -6.42968  C41 1.090
155 H -7.21104 -5.41048 -0.86316  C44 1.090
156 H -3.00647 -2.74103 -6.67005  N21 1.010
157 H -0.58698 -0.28361 -6.64419  C64 1.090
158 H 0.14943 -1.14170 -2.03408  C48 1.090
159 H -2.27736 -3.48998 2.31893  C34 1.090
160 H -0.58183 3.15766 1.33217  C45 1.090
161 H -0.66631 -2.08688 6.03351  C47 1.090
162 H 5.05856 -3.01800 -0.37743  C33 1.090
163 H 2.59243 -3.70327 0.06417  N25 1.010
164 H 3.21614 0.47930 5.01441  N17 1.010
165 H 5.35789 -7.20473 5.25775  C50 1.090
166 H 1.70322 -1.22176 4.58888  C37 1.090
167 H -3.79793 -2.87181 2.87316  C34 1.090
168 H -2.89553 2.52836 1.24222  N19 1.010
169 H -3.03452 -1.99291 1.64012  C34 1.090
170 H 1.41160 6.94988 -2.13667  N18 1.010
171 H -1.87190 0.01389 3.57307  O1 0.957
172 H 2.75477 6.48231 -4.37372  C32 1.090
173 H 1.94590 7.35358 0.96504  C38 1.090
174 H 1.62096 8.76249 4.02286  C62 1.090
175 H 2.67762 2.00004 5.26436  N17 1.010
176 H -5.79838 1.03263 -0.57713  O14 0.957
177 H 0.72774 3.02495 4.03211  C51 1.090
178 H -5.95016 -2.83841 1.40545  C27 1.090
179 H -3.87920 -4.36653 -0.80492  N22 1.010
180 H 1.37282 -7.14561 0.24020  C56 1.090
181 H -3.03070 -3.07616 -0.68017  N22 1.010
182 H -1.85348 1.53112 -0.97706  C35 1.090
183 H -6.52585 4.70043 0.23987  C30 1.090
184 H -6.49481 -5.48983 0.71865  C44 1.090
185 H -2.17645 4.13422 4.23083  O3 0.957

The charge is 0. For the HOMO-LUMO gap, the calculation gives 8.9 eV. The highest occupied orbital energy comes out at -8.687 eV.

=====

The structure shown above that is most stable: P.